1) Entry from the OMol25 dataset: 2 unconnected molecules or ions with the total composition C2H7OS (ωB97M-V/def2-TZVPD).

The geometry in XYZ format:
```
11
C2H7OS | the OMol25 dataset | ωB97M-V/def2-TZVPD
S 0.17 0.37 -0.38
C -1.40 1.28 -0.30
H -1.09 2.33 -0.28
O 2.92 -0.22 1.25
H 0.28 -2.10 -0.90
H -2.16 1.13 -1.05
C -0.39 -1.31 -0.62
H 2.83 -1.08 1.67
H -1.77 1.12 0.72
H -1.41 -1.39 -0.96
H 2.02 -0.13 0.85
```

**Lowest unoccupied orbital energy**: 4.0 eV
**Net charge**: -1
**Orbital gap**: 4.437 eV

=====

2) Entry from the OMol25 dataset: 2 unconnected molecules or ions with the total composition C2H7OS (ωB97M-V/def2-TZVPD).

The geometry in XYZ format:
```
11
C2H7OS | the OMol25 dataset | ωB97M-V/def2-TZVPD
O 1.02 1.62 1.05
C -0.08 2.29 0.63
C 0.72 -1.32 0.10
H -0.11 3.36 0.94
H -0.17 2.35 -0.50
H -1.22 -0.07 -0.57
H 0.55 -2.02 0.92
S -0.76 -1.27 -0.94
H 0.90 -0.33 0.54
H -1.07 1.85 0.94
H 1.56 -1.66 -0.50
```

**Lowest unoccupied orbital energy**: 3.6 eV
**Net charge**: -1
**Orbital gap**: 5.901 eV

=====

3) Entry from the OMol25 dataset: 2 unconnected molecules or ions with the total composition C2H7OS (ωB97M-V/def2-TZVPD).

The geometry in XYZ format:
```
11
C2H7OS | the OMol25 dataset | ωB97M-V/def2-TZVPD
C 0.06 -1.05 -0.81
H -0.17 -1.92 -0.18
H 0.05 -1.39 -1.84
H -0.91 -0.25 -0.70
H 1.65 1.45 1.33
O -2.03 0.52 -0.40
S 1.61 -0.32 -0.28
H -0.02 1.06 0.84
C 0.96 0.66 1.11
H 0.89 0.01 1.99
H -2.09 1.22 -1.07
```

**Lowest unoccupied orbital energy**: 3.8 eV
**Net charge**: -1
**Orbital gap**: 6.383 eV

=====

Energies relative to the most stable structure are 1) 0.0460; 2) 0.0053; 3) 0.0000, reported in hartree.

=====

1) Entry from the OMol25 dataset: a molecular structure, C7H13N (ωB97M-V/def2-TZVPD).

The geometry in XYZ format:
```
21
C7H13N | the OMol25 dataset | ωB97M-V/def2-TZVPD
H -1.47 1.04 -0.02
C -0.78 0.84 -1.05
C 1.25 -0.88 -0.77
C -0.07 -0.23 -0.39
H -0.11 -1.70 1.08
H 1.19 -1.95 -0.58
C -0.71 -0.83 0.76
H 2.20 1.60 1.08
H 3.23 -0.71 0.10
C -1.75 -0.67 1.62
H -0.41 1.25 -2.00
C -2.23 0.73 -1.00
C 2.31 -0.16 0.21
N 2.36 1.30 0.12
H 1.58 -0.76 -1.81
H 1.87 -0.48 1.15
H -2.93 1.55 -0.98
H 1.43 1.58 -0.25
H -2.70 -0.22 -1.27
H -2.66 -0.11 1.43
H -1.60 -1.16 2.58
```

**Lowest unoccupied orbital energy**: 0.0 eV
**Orbital gap**: 7.637 eV

=====

2) Entry from the OMol25 dataset: a molecular structure, C7H13N (ωB97M-V/def2-TZVPD).

The geometry in XYZ format:
```
21
C7H13N | the OMol25 dataset | ωB97M-V/def2-TZVPD
H 1.47 -2.37 -0.71
H 2.34 0.00 -1.07
H 0.91 1.88 1.08
C -0.48 1.50 -0.35
H -0.07 -0.14 -0.97
H 1.42 -1.91 1.17
H -2.50 0.82 0.89
C 1.17 -1.61 0.02
C 1.95 -0.06 -0.04
H -1.01 -0.88 1.82
H 2.45 0.16 1.04
H -2.45 -1.51 0.27
C -1.78 -0.90 -0.44
C -1.62 0.48 0.30
H -2.41 -1.32 -1.57
C -0.26 -0.95 -0.20
H -0.61 1.46 -1.53
H 1.83 1.76 -0.79
C 0.99 1.25 0.10
N -0.57 -0.12 0.94
H -0.77 2.47 0.02
```

**Lowest unoccupied orbital energy**: 1.0 eV
**Orbital gap**: 9.351 eV

=====

Energies relative to the most stable structure are 1) 0.0000; 2) 0.1303, reported in hartree.

=====

1) Entry from the OMol25 dataset: C7H13N in the gas phase (ωB97M-V/def2-TZVPD).

The geometry in XYZ format:
```
21
C7H13N | the OMol25 dataset | ωB97M-V/def2-TZVPD
C 0.35 -2.14 1.81
N 0.01 0.67 -3.11
C 0.47 0.87 -1.76
C -0.45 -0.67 -0.03
H 2.01 0.08 1.96
H -0.87 -1.55 -0.50
H -2.41 1.27 0.28
H -0.20 -2.92 1.28
C -1.60 1.49 -0.41
C -0.68 0.57 -0.74
H 0.78 1.92 -1.62
H 0.89 1.28 1.31
H 1.37 0.27 -1.57
H 0.52 0.47 2.84
H -0.27 -0.30 -3.23
H -0.07 -2.08 2.82
H 1.39 -2.45 1.88
H -0.81 1.24 -3.28
H -1.61 2.47 -0.89
C 0.94 0.32 1.84
C 0.24 -0.80 1.13
```

**Lowest unoccupied orbital energy**: 0.9 eV
**Orbital gap**: 9.552 eV
**Structure (SMILES)**: C=C(C=C(C)C)CN

=====

2) Entry from the OMol25 dataset: C7H13N in the gas phase (ωB97M-V/def2-TZVPD).

The geometry in XYZ format:
```
21
C7H13N | the OMol25 dataset | ωB97M-V/def2-TZVPD
C 1.86 -1.33 0.33
N -1.73 2.50 -0.43
H 1.82 0.75 2.06
C 0.93 0.51 1.68
H -0.70 -1.94 0.36
H -1.16 3.21 0.05
C 0.68 -0.55 0.90
H -2.15 -0.34 -0.93
H -1.30 -0.39 1.33
C -1.13 -0.10 -0.94
H 0.86 -2.87 -0.86
H 2.76 -0.89 0.90
C -0.82 1.47 -1.10
H -2.21 2.08 0.25
H 2.61 -2.85 -1.09
H -0.84 1.76 -2.14
H 0.11 1.10 2.17
H 0.15 1.70 -0.72
H -0.81 -0.72 -1.73
C 1.76 -2.30 -0.60
C -0.69 -0.79 0.50
```

**Lowest unoccupied orbital energy**: 0.9 eV
**Orbital gap**: 9.760 eV
**Structure (SMILES)**: C=CC(=C)CCCN

=====

Energies relative to the most stable structure are 1) 0.0000; 2) 0.0636, reported in hartree.

=====

1) Entry from the OMol25 dataset: 2 unconnected molecules or ions with the total composition C7H16O3 (ωB97M-V/def2-TZVPD).

The geometry in XYZ format:
```
26
C7H16O3 | the OMol25 dataset | ωB97M-V/def2-TZVPD
H -1.97 -0.68 -1.96
H 0.37 1.82 0.45
H -1.21 0.81 -1.38
H 4.04 0.76 0.70
C -1.85 -0.03 -1.09
O -1.75 -2.04 0.24
C -3.20 0.50 -0.62
H 1.87 2.60 0.96
H 1.77 1.88 -0.66
H 0.89 -1.93 0.09
C 1.95 0.50 0.99
H -3.65 1.11 -1.41
H 3.26 -0.18 -0.57
C 3.28 0.00 0.51
C 1.45 1.78 0.38
O 1.40 0.00 1.97
H -2.43 -1.91 0.91
O -1.01 -0.07 1.14
H 0.04 -1.93 -1.45
H 3.56 -0.93 1.02
H -3.08 1.11 0.27
C -1.12 -0.82 0.01
H -0.11 -0.20 1.66
H -3.89 -0.32 -0.40
H 0.99 -0.54 -1.12
C 0.39 -1.30 -0.64
```

**Lowest unoccupied orbital energy**: 0.7 eV
**Orbital gap**: 10.224 eV
**Structure (SMILES)**: CCC(C)(O)O.CC(C)=O

=====

2) Entry from the OMol25 dataset: 3 unconnected molecules or ions with the total composition C7H16O3 (ωB97M-V/def2-TZVPD).

The geometry in XYZ format:
```
26
C7H16O3 | the OMol25 dataset | ωB97M-V/def2-TZVPD
C 2.16 0.52 2.10
H 2.11 -1.09 0.61
O 2.29 0.09 3.22
H 0.86 0.12 -1.11
C -2.31 0.02 -0.01
C 1.09 0.67 -0.17
C -3.10 0.52 -0.94
C 1.50 -0.25 0.98
H -2.02 1.67 1.27
H -3.17 1.61 -0.87
H -2.07 -1.03 0.11
H -1.00 0.37 1.80
H -0.76 -2.36 -0.30
O 0.37 -0.93 -3.53
H -0.07 2.51 0.38
C -0.20 1.48 0.06
H 0.30 -1.70 -2.95
H -0.78 1.47 -0.86
H 0.63 -0.78 1.37
H -0.47 -0.97 -4.00
H 2.53 1.54 1.85
H 1.88 1.27 -0.62
H -3.75 -0.04 -1.60
O -0.27 -2.19 -1.11
H 0.05 -1.34 -0.78
C -1.39 0.83 0.89
```

**Lowest unoccupied orbital energy**: 0.7 eV
**Orbital gap**: 10.705 eV
**Structure (SMILES)**: C=CCCCCC=O.O.O

=====

3) Entry from the OMol25 dataset: C7H16O3 in the gas phase (ωB97M-V/def2-TZVPD).

The geometry in XYZ format:
```
26
C7H16O3 | the OMol25 dataset | ωB97M-V/def2-TZVPD
H 0.40 -1.08 2.10
C -0.48 0.01 -1.02
H 2.44 0.28 1.33
H 2.36 0.53 -0.43
H -0.63 -2.07 1.07
H -0.47 -2.52 -1.48
H 0.54 1.22 2.81
H 0.48 2.15 -0.10
H -0.64 2.32 2.08
H 2.84 1.85 0.64
C 0.12 -1.29 1.07
O 0.60 -0.52 -1.71
O -1.42 -2.51 -1.28
C -0.43 -0.04 0.42
H 1.00 -1.64 0.54
C 2.17 0.99 0.54
H -0.87 0.94 -1.44
C -1.84 -1.19 -1.42
C 0.39 1.97 2.03
H 1.03 2.83 2.27
H -2.54 -1.52 -3.23
H 0.38 -0.49 -2.65
O -2.00 -0.85 -2.79
H -1.36 0.30 0.86
H -2.78 -1.07 -0.87
C 0.72 1.41 0.66
```

**Lowest unoccupied orbital energy**: 0.7 eV
**Orbital gap**: 9.112 eV
**Structure (SMILES)**: CC(C)[C@H](C)[C@@H](O)C(O)O

=====

Energies relative to the most stable structure are 1) 0.0000; 2) 0.0625; 3) 0.0423, reported in hartree.

=====

1) Entry from the OMol25 dataset: C6H11NO2 in the gas phase (ωB97M-V/def2-TZVPD).

The geometry in XYZ format:
```
20
C6H11NO2 | the OMol25 dataset | ωB97M-V/def2-TZVPD
H -0.07 -0.18 -1.46
H 1.98 -1.50 -1.23
H -2.55 1.50 0.62
H -2.35 -1.05 0.39
C 1.81 1.11 0.11
C 1.74 -1.46 -0.17
H 0.16 -1.69 1.32
H 1.10 1.79 0.41
O -0.55 1.97 -0.28
H 2.34 -2.05 0.70
H -2.66 -0.37 -1.10
C -0.45 -0.81 -0.62
H -0.52 -1.85 -1.16
C -1.65 0.96 0.44
N 1.70 -0.20 0.54
H -0.31 2.80 0.34
C -1.87 -0.26 -0.40
O 2.81 1.53 -0.47
C 0.44 -0.98 0.45
H -1.10 0.73 1.55
```

**Lowest unoccupied orbital energy**: 0.6 eV
**Orbital gap**: 9.814 eV
**Structure (SMILES)**: O=CN1C[C@@H]1CCCO

=====

2) Entry from the OMol25 dataset: a molecular structure, C6H11NO2 (ωB97M-V/def2-TZVPD).

The geometry in XYZ format:
```
20
C6H11NO2 | the OMol25 dataset | ωB97M-V/def2-TZVPD
H 0.30 -2.43 0.86
H -1.28 1.20 2.42
H -1.10 -1.63 0.22
H 2.18 1.20 -1.33
H 0.62 -1.42 -1.79
H 2.04 -1.02 1.43
H -2.15 1.98 1.09
H 0.20 1.64 0.38
H -0.80 1.16 -1.75
C -1.63 1.07 1.39
C -0.88 0.36 -0.99
C 1.95 0.22 -1.73
H 2.68 -0.18 -2.44
O 1.52 -0.20 1.37
H -2.35 0.25 1.37
O -1.75 -0.54 -1.13
C 0.85 -0.44 -1.38
N -0.28 -1.60 0.85
C 0.36 -0.41 0.73
C -0.48 0.79 0.44
```

**Lowest unoccupied orbital energy**: 0.4 eV
**Orbital gap**: 8.494 eV

=====

Energies relative to the most stable structure are 1) 0.0684; 2) 0.0000, reported in hartree.

=====

1) Entry from the OMol25 dataset: C6H11NO2 in the gas phase (ωB97M-V/def2-TZVPD).

The geometry in XYZ format:
```
20
C6H11NO2 | the OMol25 dataset | ωB97M-V/def2-TZVPD
H -1.02 -0.75 -2.55
H 0.74 -1.92 -1.20
H 2.84 -0.57 -1.36
H -2.33 0.15 -1.59
O 0.55 -0.31 2.68
H -1.51 -0.62 1.40
H 1.54 0.11 -2.35
N -1.87 1.34 0.77
H -2.02 1.68 1.72
C 1.85 -0.09 -1.32
H -1.34 2.09 0.32
C 0.31 0.54 1.65
O 0.89 1.62 1.56
H 1.27 -1.38 0.33
C -1.36 -0.34 -1.60
C -0.58 -0.37 -0.50
H 1.96 0.87 -0.81
H 0.21 -1.22 2.61
C -0.98 0.16 0.85
C 0.85 -1.00 -0.61
```

**Lowest unoccupied orbital energy**: 0.5 eV
**Orbital gap**: 10.081 eV
**Structure (SMILES)**: C=C(CC)[C@H](N)C(=O)O

=====

2) Entry from the OMol25 dataset: C6H11NO2 in the gas phase (ωB97M-V/def2-TZVPD).

The geometry in XYZ format:
```
20
C6H11NO2 | the OMol25 dataset | ωB97M-V/def2-TZVPD
H -2.10 -1.26 1.60
H 2.22 -0.42 -0.14
C 0.26 0.64 -0.18
H -2.72 -1.14 -0.72
C -1.10 -0.92 1.38
H -0.31 1.47 -1.99
H -1.66 -0.58 -2.01
C -0.33 -1.76 0.48
O 0.71 -2.37 0.62
H -0.57 -0.50 2.22
H 1.64 -0.10 1.51
H 1.32 1.60 -1.61
N 0.49 0.99 -1.58
H 3.28 1.28 0.99
O 2.45 1.50 0.53
C -0.78 -0.46 -0.04
H -2.43 0.59 -0.93
C 1.68 0.30 0.49
H -0.09 1.54 0.34
C -1.96 -0.40 -0.98
```

**Lowest unoccupied orbital energy**: 0.4 eV
**Orbital gap**: 9.269 eV
**Structure (SMILES)**: C[C@@]1([C@H](N)CO)CC1=O

=====

Energies relative to the most stable structure are 1) 0.0000; 2) 0.0691, reported in hartree.

=====

1) Entry from the OMol25 dataset: a gas-phase ion, C5H6NO (charge +1) (ωB97M-V/def2-TZVPD).

The geometry in XYZ format:
```
13
C5H6NO | the OMol25 dataset | ωB97M-V/def2-TZVPD
H 2.68 -0.62 -0.87
C 1.27 1.89 0.48
H -1.33 -1.42 0.78
H 1.42 2.77 1.00
C -1.06 0.53 -0.20
C -0.61 -0.70 0.28
C 1.76 -0.35 -0.34
H -0.71 1.14 -1.00
O -2.34 0.77 -0.23
N 1.64 0.93 -0.07
H -2.92 0.08 0.21
H 0.83 -2.18 -0.16
C 0.68 -1.16 0.02
```

**Lowest unoccupied orbital energy (spin up / spin down)**: -5.6 / -5.6 eV
**Net charge**: +1
**Orbital gap (spin up / spin down)**: 7.445 / 7.446 eV
**Structure (SMILES)**: C#[N+]/C=C\C=C\O

=====

2) Entry from the OMol25 dataset: a molecular structure, C5H6NO (ωB97M-V/def2-TZVPD).

The geometry in XYZ format:
```
13
C5H6NO | the OMol25 dataset | ωB97M-V/def2-TZVPD
C -0.39 0.09 1.67
H 1.88 -0.24 -1.79
C -1.07 0.87 -0.37
O -0.13 -0.88 -1.76
H 0.08 -1.81 0.78
H 0.60 0.90 -2.61
C 0.85 0.01 -2.04
H 1.41 -0.65 0.72
N -0.24 -0.18 -0.55
H -0.26 -0.03 2.73
H -1.86 1.69 1.51
C 0.32 -0.74 0.67
C -1.21 0.98 1.04
```

**Lowest unoccupied orbital energy (spin up / spin down)**: -6.8 / -6.8 eV
**Net charge**: +1
**Orbital gap (spin up / spin down)**: 7.102 / 7.103 eV

=====

Energies relative to the most stable structure are 1) 0.0000; 2) 0.1239, reported in hartree.

=====

1) Entry from the OMol25 dataset: a gas-phase ion, C5H6NO (charge +1) (ωB97M-V/def2-TZVPD).

The geometry in XYZ format:
```
13
C5H6NO | the OMol25 dataset | ωB97M-V/def2-TZVPD
C -0.48 1.20 1.89
C 0.70 0.48 -1.59
N 0.71 1.61 -1.52
H 0.04 2.09 1.40
O 0.21 -0.04 1.57
H -0.58 1.40 2.97
H -0.12 -1.07 -2.57
H -1.40 1.25 1.36
H 1.53 -1.51 -1.74
C -0.18 -1.49 -0.43
H -0.90 -2.27 -0.27
C -0.02 -0.71 0.62
C 0.50 -0.95 -1.69
```

**Lowest unoccupied orbital energy**: -5.4 eV
**Net charge**: +1
**Orbital gap**: 10.520 eV

=====

2) Entry from the OMol25 dataset: 2 unconnected molecules or ions with the total composition C5H6NO (ωB97M-V/def2-TZVPD).

The geometry in XYZ format:
```
13
C5H6NO | the OMol25 dataset | ωB97M-V/def2-TZVPD
C -1.65 -1.19 -2.33
H -1.47 -0.10 0.85
C -0.88 -0.86 -1.19
C -0.69 -0.15 -0.02
H 1.84 0.32 2.04
N 0.50 0.16 0.41
O 1.85 -0.12 -0.90
C 1.04 0.92 1.48
H 0.53 -1.47 -3.07
H -2.65 -1.25 -2.80
H 1.38 1.80 1.09
C -0.27 -1.19 -2.39
H 0.10 1.08 2.18
```

**Lowest unoccupied orbital energy (spin up / spin down)**: -6.7 / -6.7 eV
**Net charge**: +1
**Orbital gap (spin up / spin down)**: 7.185 / 7.316 eV

=====

Energies relative to the most stable structure are 1) 0.0000; 2) 0.1851, reported in hartree.